# 1
Entry from the Open Molecules 2025 dataset: C23H14Cl2N4O4 in the gas phase in a non-equilibrium geometry (the ωB97M-V functional and the def2-TZVPD basis).

The geometry in XYZ format:
```
47
Properties=species:S:1:pos:R:3:forces:R:3:nbo_charge:R:1
H 2.9806 -2.5722 -4.8671 0.1 -0.2 0.1 0.2306
C 2.4945 -2.8122 -3.9285 -0.1 0.9 0.1 -0.1871
H 0.4056 -3.5219 -0.7368 0.3 0.0 -0.1 0.2451
N -1.4514 1.9928 -1.6507 0.2 0.8 0.4 -0.1765
H 0.8901 1.0730 8.0606 -0.6 0.1 0.1 0.1753
C -0.8198 -0.0310 -6.3243 -0.2 0.8 0.2 0.0621
C -1.5462 0.3088 0.0906 -1.3 -2.9 0.0 0.5882
C -0.6701 -0.1423 -3.6027 -0.1 0.9 1.1 -0.2208
C 0.9601 -2.0476 -2.1911 0.6 0.2 -1.0 0.0670
H 2.0269 2.5742 3.8456 -0.4 -0.1 0.2 0.2278
N 0.2644 -1.0164 -1.5434 -1.5 1.3 -0.1 -0.3893
O 1.8782 1.7392 6.3195 -1.0 -0.8 -0.4 -0.5069
C 1.0880 2.0551 4.0590 0.4 -0.4 0.0 -0.2203
H 2.6109 1.2792 8.2080 -0.1 0.3 -0.4 0.2001
C 1.0242 -3.3198 -1.6098 0.6 -0.2 0.0 -0.1988
H 3.2143 -4.7993 -3.7133 0.5 -0.3 -0.2 0.2268
C -1.8793 0.1560 -4.1897 -0.7 0.2 -1.3 -0.1085
H -2.7676 0.3637 -3.6058 0.2 0.0 0.2 0.2301
C 0.1702 1.8588 3.0240 -0.4 -0.3 0.9 -0.2954
C 1.8166 0.9451 7.5318 0.7 0.4 -0.5 -0.2551
C -0.5209 -0.1613 -2.1215 2.0 -2.4 0.3 0.4616
N -1.2638 0.7031 -1.2521 0.0 1.3 0.8 -0.2710
O 1.6701 -0.6276 -4.0003 0.2 1.7 0.2 -0.4742
H -2.9066 0.4974 -6.0473 0.2 -0.2 -0.1 0.2263
H -1.8564 3.9465 -1.0924 -0.2 -0.4 -0.4 0.2258
Cl -2.4847 3.9508 1.7117 0.4 -0.9 -1.0 0.0443
O -2.0539 1.0612 2.3757 -0.4 -0.4 -1.5 -0.4778
C 0.8913 1.5000 5.3337 0.2 0.0 0.6 0.2751
C 1.9070 -4.2909 -2.1301 -1.0 1.5 -0.2 -0.0573
C -1.8290 1.3734 1.0580 -0.1 1.7 0.5 0.2174
C -2.0252 2.6490 0.6045 0.1 -0.8 1.2 -0.0626
H 0.3981 2.2837 2.0599 -0.1 0.0 -0.2 0.2229
C -1.2599 0.6635 4.5494 -0.1 -0.3 0.4 -0.2634
C 2.6438 -4.0121 -3.2761 -0.5 -0.5 0.2 -0.2371
N 0.3760 -0.2900 -5.7995 -0.8 0.0 1.8 -0.4171
H -0.4989 0.3051 6.4926 0.0 0.0 0.3 0.2195
O -1.7599 -0.8718 0.3605 0.7 1.7 -0.1 -0.5327
Cl 1.9681 -5.8531 -1.4263 0.1 -0.4 0.2 0.0232
C -1.8205 2.9028 -0.7817 0.6 -0.5 -0.9 -0.0246
C 0.4263 -0.3324 -4.4308 -0.3 -0.1 -3.1 0.5271
C -0.2892 0.7775 5.5522 0.2 0.4 -0.4 -0.2610
C -1.0374 1.1713 3.2819 1.4 0.8 0.5 0.3488
H 2.0187 -0.1112 7.3586 -0.2 -0.1 -0.4 0.1809
C 1.6978 -1.8152 -3.3841 0.0 -2.3 1.7 0.2534
H -2.2036 0.1569 4.7986 0.5 0.2 -0.4 0.2307
C -1.9668 0.2196 -5.5806 -0.1 -0.1 0.9 -0.2696
H -0.9106 0.1206 -7.3904 0.4 -0.3 -0.2 0.1970
```
Positions in Å, forces in eV/Å.

Values from the calculation:
**Gap between HOMO and LUMO**: 7.48 eV
**E_LUMO**: -0.9 eV
**Charge**: 0
**Strongest force on any atom**: 3.17 eV/Å
**Multiplicity**: 1
**SMILES string**: COc1ccc(Oc2c(Cl)cnn(C3=Nc4cc(Cl)ccc4Oc4ncccc43)c2=O)cc1

---

# 2
Entry from the Open Molecules 2025 dataset: a gas-phase ion, C7H6ClFN3 (charge +1) in a non-equilibrium geometry (the ωB97M-V functional and the def2-TZVPD basis).

The geometry in XYZ format:
```
18
Properties=species:S:1:pos:R:3:forces:R:3:nbo_charge:R:1
N -1.8579 -1.5097 -0.5175 1.8 1.3 2.4 -0.5520
C 0.5952 -0.2007 0.3342 0.7 1.0 -0.4 0.0033
C -0.2265 0.7173 -0.2693 -4.6 -2.1 0.3 0.3244
C 1.8540 0.3309 0.5516 0.9 0.2 0.4 -0.1506
F -2.9272 0.1368 -1.4308 0.5 0.7 0.4 -0.3163
C -0.8502 -2.1478 0.0707 0.5 0.2 -1.8 0.3991
H -0.8512 -3.2210 -0.1626 0.3 0.3 0.9 0.2533
H 3.1445 1.9433 0.4479 2.2 1.1 0.4 0.2407
N 0.2437 -1.5362 0.5559 -0.2 -0.8 0.3 -0.5025
C -2.1586 -0.1067 -0.3418 2.8 1.3 -0.7 0.4083
H 1.4913 3.4354 -0.6159 -0.6 0.2 0.0 0.2312
H 1.0429 -2.0269 0.9822 -1.1 -0.5 -0.4 0.4556
C 2.1869 1.6658 0.2269 -1.7 -3.1 0.7 -0.2169
Cl -3.0583 0.2959 1.1062 0.4 -0.2 -0.3 0.0530
C 1.2334 2.4327 -0.3079 -1.0 0.7 -1.3 0.0664
N 0.0083 1.9027 -0.5660 0.3 2.0 -0.4 -0.3854
H 2.6914 -0.1870 0.9983 -0.2 -0.7 0.1 0.2382
H -2.5619 -1.9248 -1.0623 -0.9 -1.5 -0.6 0.4502
```
Positions in Å, forces in eV/Å.

Values from the calculation:
**ΔE to the lowest compared entry with this formula, charge and spin**: 43.5 kcal/mol
**Gap between HOMO and LUMO**: 8.67 eV
**E_LUMO**: -4.7 eV
**Charge**: +1
**Strongest force on any atom**: 5.12 eV/Å
**Multiplicity**: 1

---

# 3
Entry from the Open Molecules 2025 dataset: 22 unconnected molecules or ions with the total composition H42IO21 in a non-equilibrium geometry (the ωB97M-V functional and the def2-TZVPD basis).

The geometry in XYZ format:
```
64
Properties=species:S:1:pos:R:3:forces:R:3:nbo_charge:R:1
H -2.7495 -4.2530 -2.0551 -0.2 0.2 -0.3 0.4920
H 1.1285 2.2761 4.1858 0.2 0.1 -0.4 0.4879
H 2.3166 5.0018 1.3842 -0.1 0.2 0.0 0.4702
H -3.4400 3.0454 0.4087 -0.2 -0.1 0.1 0.4638
H 1.8364 -0.4812 -2.0418 -0.5 0.0 0.8 0.5024
H 2.4293 -3.3413 -0.0288 -0.3 -0.1 -0.3 0.4674
H -0.2025 -4.0524 -1.6005 -0.4 0.1 0.0 0.4876
H 4.0287 1.6563 0.2815 -0.1 -1.0 0.3 0.5175
O 0.4112 3.0350 -2.7549 -0.1 0.5 0.0 -0.9448
O 3.6112 1.6878 -2.8340 0.3 0.1 -0.6 -0.9888
H -2.6502 1.4498 -1.6315 0.1 0.5 0.4 0.4982
H -1.8575 0.3029 -4.1053 -0.2 0.4 0.5 0.4962
H -1.1643 -2.3610 0.9360 0.6 0.4 -0.2 0.4949
O -4.0474 -1.3127 0.9809 -1.0 -0.1 -1.3 -1.0250
H -0.3281 -0.4226 2.6149 0.3 0.1 -0.6 0.4815
H -4.0740 -0.8104 1.7953 0.1 0.4 0.5 0.4998
H 1.6596 -2.3016 0.7577 -0.6 0.4 -0.2 0.4884
H 4.6572 -1.0152 0.1143 0.0 -0.1 -0.5 0.4959
H -1.8179 -1.1342 -3.6309 -0.2 0.1 0.2 0.4788
H 0.0955 -0.0260 4.0132 0.1 0.3 0.2 0.4893
O -2.0486 -4.3071 -1.4054 0.0 0.0 0.2 -0.9557
O -0.3890 -0.6956 3.5303 -0.3 -0.6 0.2 -0.9851
O -2.7164 3.1488 -0.2093 -0.4 0.0 -0.5 -0.9625
H 0.4767 2.1356 5.5450 -0.1 0.0 0.3 0.4737
H -1.9432 2.8611 0.2761 0.5 0.2 0.4 0.4950
O 2.3235 -2.9845 0.8531 0.7 -0.3 0.4 -0.9675
O 0.6828 -3.7764 -1.8380 0.8 -0.2 -0.1 -0.9642
O -3.2541 -0.3218 3.2949 -0.8 -0.5 0.1 -0.9964
H -2.0707 -3.4772 0.4623 0.0 -0.2 -0.4 0.4766
H 2.7707 3.6972 0.7648 0.4 -0.6 -0.6 0.5079
H -3.4946 -1.9881 -1.6928 0.0 0.2 0.7 0.4944
O -2.5026 2.1189 4.0772 -0.3 0.3 0.4 -0.9483
O 2.2195 -0.6821 -2.8956 0.5 -0.5 -0.6 -0.9869
H 4.1808 -2.6383 -1.3928 -0.1 -0.2 0.1 0.4712
H 4.3527 -1.5052 -2.3821 -0.3 0.4 -0.2 0.5011
H 0.4372 3.3445 1.6868 0.5 0.4 -0.3 0.4946
O 2.2209 4.0527 1.4630 -0.2 0.3 0.7 -0.9747
H 4.9738 2.7619 -0.1383 0.3 0.1 0.0 0.4764
O 4.6296 -1.8017 -1.5151 0.6 -0.4 0.0 -0.9582
H 3.1121 0.8761 -2.7437 -0.1 -0.2 -0.4 0.4751
H -2.7320 2.7787 4.7316 -0.1 0.2 0.1 0.4633
H -3.3586 0.3033 -2.3211 0.0 -0.4 0.1 0.4772
H -2.3841 -0.6806 3.1201 0.5 -0.2 0.2 0.4955
O 0.6908 1.6417 4.7534 -0.1 0.1 0.1 -0.9510
H 3.7741 1.9708 -1.9342 0.0 0.2 0.4 0.4793
H -4.3684 -1.7222 -2.9002 -0.3 0.1 -0.2 0.4801
H 1.6271 -1.3293 -3.2782 -0.2 0.1 -0.2 0.4772
O -1.8545 -2.9535 1.2339 -0.3 -0.4 0.5 -0.9627
O -3.4819 -1.5911 -2.5637 0.0 -0.5 -0.1 -0.9589
H -1.5814 2.2875 3.8791 0.5 -0.1 -0.4 0.4973
I 0.2285 -0.1544 -0.0149 0.0 -0.1 -0.1 -0.9061
H -3.0976 0.4029 3.9004 0.2 0.4 0.0 0.4962
H 0.5571 -3.1660 -2.5646 -0.1 0.2 -0.1 0.4628
O -2.9787 1.1665 -2.4848 -0.1 0.2 -0.6 -0.9880
O 4.2740 -0.5181 0.8369 0.3 1.0 0.8 -0.9994
H 0.4090 2.6585 -3.6350 0.1 -0.1 -0.2 0.4653
H -0.1532 2.0572 1.1518 0.2 -0.7 -0.3 0.4885
H 0.3857 2.2778 -2.1699 0.0 -0.3 0.3 0.4787
H -2.0189 -5.2321 -1.1609 0.0 -0.4 0.2 0.4837
O -0.3969 2.9219 1.4821 -0.7 0.2 0.7 -1.0117
O 4.0757 2.4505 -0.2507 -0.2 0.8 0.2 -0.9695
O -1.5634 -0.5712 -4.3619 0.6 -0.4 -0.8 -0.9846
H -3.2637 -1.8565 1.0599 0.4 -0.3 0.3 0.4776
H 3.4073 -0.9048 0.9612 -0.3 -0.3 0.0 0.4894
```
Positions in Å, forces in eV/Å.

Values from the calculation:
**ΔE to the lowest compared entry with this formula, charge and spin**: 1.5 kcal/mol
**Gap between HOMO and LUMO**: 7.68 eV
**E_LUMO**: 1.8 eV
**Charge**: -1
**Strongest force on any atom**: 1.60 eV/Å
**Multiplicity**: 1